Molecular formula: C3H4OS
Method: DFT, ωB97M-V/def2-TZVPD

Geometry as XYZ:
```
9
Properties=species:S:1:pos:R:3:forces:R:3:lowdin_charge:R:1
C -1.00854 -1.78337 -1.09793 0.705 -1.105 -2.179 0.057
C -1.06184 -0.83924 -0.35204 -0.256 -0.450 0.563 -0.459
C 1.46699 0.86963 0.50387 -0.703 0.347 -1.511 0.044
O -2.00795 1.36287 0.51900 -0.595 0.802 -0.046 -0.545
S -1.29848 0.17645 1.00106 0.871 -0.183 -0.124 0.869
H -0.81405 -2.49193 -1.95321 -0.473 1.136 1.697 0.070
H 1.61233 1.93510 0.42738 -0.267 0.172 -0.086 -0.003
H 1.26372 0.32341 -0.43412 0.352 0.208 0.930 -0.005
H 1.84782 0.44708 1.38600 0.366 -0.927 0.756 -0.028
```
Forces are in eV/Å.

Properties
ΔE to the lowest compared entry with this formula, charge and spin   119.6 kcal/mol
Net charge   0
E_LUMO (spin up / spin down)   -0.07 / -1.18 eV
HOMO level (spin up / spin down)   -8.8 / -9.0 eV
Calculated total energy   -16052.922 eV
Orbital gap (spin up / spin down)   8.683 / 7.772 eV